1.
{"formula": "C15H40AlBN3O5", "method": "ωB97M-V/def2-TZVPD", "mol_weight_g_mol": 380.3, "largest_force_ev_per_a": 0.92, "gap_ev": 6.60, "charge": -1, "e_tot_ev": -38186.5657, "symbols": ["C", "C", "O", "O", "C", "C", "C", "C", "C", "Al", "B", "N", "O", "H", "H", "H", "H", "H", "H", "H", "H", "H", "H", "H", "H", "H", "H", "H", "H", "H", "H", "C", "C", "C", "O", "C", "N", "H", "H", "H", "H", "H", "H", "H", "H", "H", "H", "H", "C", "C", "C", "O", "C", "N", "H", "H", "H", "H", "H", "H", "H", "H", "H", "H", "H"], "positions_angstrom": [[6.86797, -1.73767, -3.64525], [8.19410, -1.04276, -3.47889], [9.15410, -1.28600, -4.16010], [8.31568, -0.11620, -2.50790], [7.16820, 0.47572, -1.87679], [6.27034, 1.27000, -2.82695], [4.80795, 0.85375, -2.73348], [3.85125, 1.73284, -3.54276], [2.45550, 1.10816, -3.75926], [1.91319, -0.53517, -2.70241], [2.09360, -0.34516, -0.53273], [1.86056, -1.47645, 0.33740], [2.41756, 0.84443, 0.18989], [6.24733, -1.75737, -2.75137], [7.07634, -2.75426, -3.97517], [6.28995, -1.24252, -4.43018], [7.61423, 1.11057, -1.11186], [6.58985, -0.30099, -1.36519], [6.64497, 1.14108, -3.84998], [6.34815, 2.34151, -2.61102], [4.49989, 0.87695, -1.68098], [4.68649, -0.18563, -3.06340], [4.33669, 1.96271, -4.50383], [3.76738, 2.69677, -3.02183], [2.35926, 0.82698, -4.81745], [1.68464, 1.87168, -3.59800], [2.78069, -1.86702, -3.17437], [0.33613, -0.86292, -3.04402], [2.16789, -2.37196, -0.01753], [2.16429, -1.35889, 1.30231], [3.18542, 0.65998, 0.74506], [-3.10184, 1.64338, 0.15895], [-1.69480, 1.15382, 0.48939], [-1.54307, 0.61355, 1.91283], [-1.52516, 1.59553, 2.94109], [-2.79467, 2.04438, 3.35485], [-0.72448, 2.19324, 0.15594], [-3.29592, 2.61717, 0.61308], [-3.20178, 1.75932, -0.91980], [-3.86478, 0.94466, 0.51127], [-1.47283, 0.30414, -0.16612], [-0.58376, 0.09704, 1.98106], [-2.34200, -0.11325, 2.12505], [-3.54352, 1.24696, 3.29080], [-3.15478, 2.89258, 2.76435], [-2.71130, 2.36179, 4.39591], [0.20812, 1.79836, 0.26190], [-0.78046, 2.93015, 0.85456], [-7.44548, -2.79851, 2.93660], [-5.93095, -2.62732, 2.98098], [-5.46938, -1.40944, 3.78768], [-5.66038, -0.16712, 3.14012], [-6.93731, 0.41719, 3.26884], [-5.41070, -2.64904, 1.61642], [-7.89928, -2.08089, 2.25163], [-7.69426, -3.79544, 2.57499], [-7.89316, -2.66202, 3.92302], [-5.51024, -3.49827, 3.49644], [-4.39085, -1.48922, 3.94556], [-5.95482, -1.39479, 4.77394], [-7.36874, 0.20787, 4.25444], [-7.63657, 0.06986, 2.50364], [-6.81118, 1.49400, 3.15978], [-4.39664, -2.68172, 1.62212], [-5.65139, -1.77505, 1.15776]], "atomic_forces_ev_per_a": [[-0.04, -0.18, -0.12], [-0.21, 0.14, 0.15], [0.08, -0.14, -0.04], [0.19, 0.18, -0.08], [-0.05, -0.16, 0.13], [0.00, 0.10, -0.06], [-0.15, -0.06, -0.05], [0.10, 0.08, 0.06], [0.10, 0.07, -0.06], [-0.39, -0.07, -0.07], [-0.22, -0.10, 0.11], [0.91, 0.10, 0.04], [0.23, 0.04, -0.36], [0.10, -0.02, -0.06], [-0.04, 0.06, -0.01], [0.07, -0.01, 0.07], [-0.07, -0.02, -0.01], [0.05, 0.06, -0.03], [-0.08, 0.04, 0.07], [0.07, -0.07, -0.02], [-0.04, -0.03, -0.07], [0.05, 0.13, 0.07], [-0.04, -0.01, 0.04], [-0.01, -0.06, -0.06], [-0.04, -0.02, 0.07], [0.02, -0.06, 0.00], [0.09, 0.07, 0.09], [0.06, 0.04, -0.02], [-0.43, -0.07, -0.07], [-0.16, -0.08, 0.02], [-0.29, 0.09, 0.32], [0.02, 0.01, -0.01], [-0.04, 0.02, -0.13], [0.00, -0.06, 0.04], [-0.01, 0.01, -0.06], [-0.09, -0.04, 0.08], [0.11, -0.11, 0.26], [-0.01, -0.01, 0.00], [0.00, 0.01, 0.00], [0.00, 0.00, 0.01], [-0.03, -0.02, 0.02], [0.02, 0.04, 0.01], [0.02, -0.03, -0.02], [0.00, 0.01, 0.01], [0.04, 0.01, -0.01], [0.02, 0.02, -0.01], [0.09, 0.13, -0.21], [-0.05, -0.02, -0.01], [0.00, 0.01, -0.01], [0.01, -0.06, -0.03], [0.01, 0.02, 0.02], [0.02, 0.01, -0.09], [0.00, 0.01, 0.08], [0.04, 0.07, 0.02], [0.00, 0.00, 0.01], [0.00, 0.01, -0.02], [0.00, 0.00, 0.00], [-0.02, 0.02, 0.03], [0.00, 0.03, -0.01], [0.00, -0.03, -0.01], [-0.01, 0.02, 0.00], [0.01, -0.02, 0.00], [-0.01, 0.00, -0.01], [0.00, -0.04, 0.00], [-0.01, -0.02, -0.01]], "mulliken_charge": [-0.8531, 0.6730, -0.6025, -0.4261, -0.7628, -0.7098, 0.3887, -0.8372, -0.8760, 0.5368, 0.1922, -0.5683, -0.6617, 0.2707, 0.3614, 0.2434, 0.3671, 0.4208, 0.3640, 0.3827, 0.0333, 0.0346, 0.3217, 0.2655, 0.2965, 0.3781, -0.3480, -0.4144, 0.1961, 0.1565, 0.2205, -1.3851, 0.4966, -0.2230, -0.4238, -0.2351, -0.6768, 0.2802, 0.3944, 0.1755, 0.3994, 0.2186, 0.0906, -0.0813, 0.2315, 0.2834, 0.1508, 0.2949, -1.4464, 0.3497, -0.8035, -0.2394, -0.8252, -0.7008, 0.2854, 0.3654, 0.3432, 0.3691, 0.3554, 0.4615, 0.3723, 0.2379, 0.2546, 0.2796, 0.3068]}

---

2.
{"formula": "CH6S", "method": "ωB97M-V/def2-TZVPD", "mol_weight_g_mol": 50.1, "largest_force_ev_per_a": 0.31, "gap_ev": 10.72, "smiles": "C.S", "e_tot_ev": -11969.3346, "symbols": ["C", "H", "H", "H", "H", "S", "H", "H"], "positions_angstrom": [[2.40659, -0.52536, 0.42258], [2.31888, 0.05300, 1.34053], [3.10101, -1.35530, 0.52171], [2.75531, 0.13743, -0.37139], [1.43019, -0.91531, 0.15255], [-1.40854, 0.34438, -0.29327], [-1.80017, -0.10403, 0.91017], [-1.62839, -0.85456, -0.82289]], "atomic_forces_ev_per_a": [[-0.01, 0.13, -0.25], [0.09, -0.15, 0.06], [0.09, 0.05, 0.18], [-0.04, -0.07, 0.04], [-0.08, 0.03, -0.01], [-0.07, 0.09, 0.24], [0.05, 0.13, -0.03], [-0.02, -0.21, -0.22]], "mulliken_charge": [-0.8520, 0.2204, 0.2643, 0.2277, 0.1683, -0.3461, 0.1628, 0.1546]}

---

Per-record relative energy (zero: lowest compared OMol25 entry of this formula, charge and spin), kcal per mole: 0.0, 0.5